89
Properties=species:S:1:pos:R:3:mulliken_charge:R:1 method="wB97M-V/def2-TZVPD" homo_ev="-13.36 / -13.36" spin_multiplicity=2 s_squared=0.767 e_above_lowest_kj_mol=71.9 charge=+2 lumo_ev="-7.6092 / -7.1150" energy_ha=-10159.36215
V -0.0691 -0.1419 0.1341 1.56
N -2.5624 0.2197 2.2711 -0.30
N -3.6481 0.8664 1.6889 -0.56
C -3.8472 0.8729 0.3539 0.43
N -4.9017 1.5343 -0.0893 -0.36
N -2.9507 0.1815 -0.3779 0.35
N -3.2023 -0.0122 -1.7055 0.27
O -2.3999 -0.7338 -2.3048 -0.31
O -4.1443 0.4912 -2.3011 -0.82
H -2.8974 -0.4361 2.9631 0.33
H -1.9722 0.9066 2.7182 0.19
H -4.2395 1.4414 2.2634 0.19
H -5.5546 1.9688 0.5415 0.20
H -5.0979 1.5065 -1.0754 0.20
F 3.8250 4.1097 0.0035 -0.18
C 2.7730 4.8855 0.2303 0.60
F 2.9197 6.0297 -0.4049 -0.19
F 2.6676 5.1179 1.5352 -0.22
S 1.2263 4.0193 -0.4212 1.00
O 1.6790 2.7438 -0.9261 -0.48
O 0.5976 4.9088 -1.3312 -0.65
N 0.3043 3.7417 0.8909 -0.62
S 0.7853 2.5645 1.7823 1.82
O -0.0090 1.2806 1.6047 -1.50
O 2.1892 2.3419 1.9064 -0.74
C 0.0829 3.0274 3.4241 0.49
F -1.2543 3.1004 3.2828 -0.23
F 0.3464 2.0178 4.2578 -0.20
F 0.5498 4.1468 3.8865 -0.17
N 0.4664 -3.1686 -0.0161 0.50
P -0.5465 -2.1979 -1.0378 2.70
C 0.2244 -2.5550 -2.6311 0.26
C 1.5869 -2.8709 -2.6826 -0.81
C 2.1690 -3.2194 -3.8906 -0.87
C 1.4044 -3.2427 -5.0504 -0.65
C 0.0603 -2.8995 -5.0064 -0.88
C -0.5331 -2.5514 -3.8051 -0.60
C -2.0566 -3.1930 -0.8877 0.79
C -2.2137 -4.3258 -1.6839 -0.85
C -3.3450 -5.1161 -1.5378 -0.84
C -4.3181 -4.7794 -0.6074 -0.72
C -4.1491 -3.6642 0.2032 -0.85
C -3.0136 -2.8793 0.0792 -0.16
C 0.5875 -2.8197 1.2854 0.13
C 1.1385 -3.7011 2.2261 -1.13
C 1.2380 -3.3130 3.5334 -0.62
C 0.7609 -2.0451 3.9097 -1.13
C 0.2508 -1.2300 2.9530 -0.41
N 0.1746 -1.5699 1.6229 0.69
H 0.6511 -4.1313 -0.2509 0.36
H 2.1896 -2.8497 -1.7863 0.49
H 3.2195 -3.4796 -3.9251 0.50
H 1.8613 -3.5248 -5.9908 0.44
H -0.5303 -2.9059 -5.9141 0.48
H -1.5807 -2.2802 -3.7728 0.56
H -1.4643 -4.5910 -2.4202 0.46
H -3.4686 -5.9942 -2.1595 0.47
H -5.2042 -5.3940 -0.5070 0.43
H -4.9106 -3.4083 0.9303 0.46
H -2.8645 -2.0239 0.7214 0.29
H 1.4754 -4.6763 1.8982 0.55
H 1.6757 -3.9764 4.2685 0.48
H 0.8015 -1.7101 4.9366 0.57
H -0.1000 -0.2493 3.2155 0.17
Br 6.3758 0.9385 -0.7690 -0.06
C 4.6161 0.3828 -0.5384 -0.43
C 4.1219 0.1262 0.7334 -0.70
C 2.7989 -0.2001 0.8751 -0.63
N 1.9467 -0.2973 -0.1730 1.13
C 2.4660 -0.1187 -1.4146 -0.26
C 3.7793 0.2109 -1.6309 -1.06
H 4.7519 0.2136 1.6069 0.54
H 2.4109 -0.3864 1.8641 0.30
H 1.8054 -0.2294 -2.2555 0.43
H 4.1326 0.3595 -2.6424 0.61
Br -2.5040 4.5366 -6.0507 -0.13
C -2.2168 3.9546 -4.2843 -0.34
C -2.7705 4.6649 -3.2271 -0.48
C -2.5595 4.2366 -1.9235 -1.39
C -1.8158 3.0980 -1.6782 0.03
C -1.2558 2.4019 -2.7457 0.60
C -1.4533 2.8285 -4.0574 -0.57
C -0.4026 1.2256 -2.5581 0.52
O 0.2088 0.6620 -3.3970 -0.62
O -0.3295 0.7036 -1.2116 1.17
H -3.3552 5.5549 -3.4217 0.47
H -2.9645 4.8120 -1.0996 0.55
H -1.6342 2.7762 -0.6646 0.36
H -1.0161 2.2710 -4.8745 0.66